[1]
Formula: C47H82FN3O10PS
Source: OMol25
Level of theory: wB97M-V/def2-TZVPD

The geometry in XYZ format:
```
145
Properties=species:S:1:pos:R:3:forces:R:3
C -1.136 -0.273 3.155 -0.08 -0.22 -0.61
C -0.389 -0.501 1.755 -0.94 0.42 1.54
C -0.872 0.552 0.683 -0.37 -0.83 -1.06
F -1.904 1.406 1.168 1.38 -0.55 -0.40
C 0.311 1.399 0.019 0.27 1.27 1.40
C 1.207 2.038 1.180 0.81 -1.96 -0.25
O 0.477 2.364 2.355 1.00 0.32 -0.28
C 1.420 2.312 3.455 0.35 -0.31 0.39
N -0.156 2.656 -0.686 -1.52 1.17 -1.99
C -0.616 3.959 -0.119 -1.26 2.29 0.20
C -1.945 4.486 -0.785 -2.32 0.04 -0.73
C -3.253 3.947 -0.356 -0.35 1.38 -1.46
C -4.515 4.380 -0.979 1.80 0.51 -0.61
C -4.547 5.367 -2.068 1.87 -0.68 1.46
C -5.895 5.777 -2.744 0.85 -0.70 -0.68
C -3.238 5.929 -2.466 -0.76 -1.44 1.27
C -1.976 5.495 -1.842 -1.75 -0.47 0.06
C -0.166 2.624 -1.976 1.10 -3.13 0.04
C 0.266 1.165 -2.439 -0.44 3.48 -0.70
C 0.914 1.287 -3.854 2.26 -0.30 -3.07
C 1.126 0.086 -4.707 0.32 1.64 0.05
C 1.758 0.145 -6.023 -0.39 1.65 1.52
C 2.244 1.428 -6.553 -1.09 -0.60 1.86
C 2.044 2.633 -5.756 -0.36 -1.97 0.43
C 1.405 2.550 -4.444 -0.09 -1.10 -0.21
P -1.427 0.433 -2.830 -2.61 -1.95 -2.16
O -1.477 -1.051 -2.921 0.65 1.34 0.86
O -2.633 1.100 -1.893 1.94 -0.24 -1.44
O -1.811 0.996 -4.364 0.39 0.03 2.14
C 1.103 0.689 -1.190 0.23 -2.36 0.57
C 2.634 1.087 -1.168 -0.15 1.21 -0.94
C 3.554 0.431 -2.278 0.82 0.18 0.50
O 4.228 1.496 -2.983 -0.53 -0.63 -0.40
C 1.097 -0.903 -1.180 -0.43 -0.61 1.08
C 2.087 -1.573 -0.139 0.35 -0.61 -0.92
C 1.520 -2.992 0.237 -0.08 -0.56 -0.62
C 1.826 -4.006 -0.964 -0.62 0.82 0.46
S 0.526 -5.322 -1.126 -0.82 0.27 0.26
C -1.051 -4.527 -1.430 -3.84 1.92 -2.91
N -1.793 -4.495 -2.597 2.36 -0.75 1.38
N -2.940 -3.838 -2.421 -1.25 1.25 2.32
C -3.024 -3.385 -1.127 2.75 -2.71 -3.93
O -1.865 -3.826 -0.569 0.68 0.72 3.40
H -2.228 -0.420 2.961 0.86 0.09 0.47
H -0.990 0.758 3.559 -0.04 -0.90 -0.41
H -0.777 -1.034 3.904 -0.40 0.76 -0.84
H 0.702 -0.469 1.985 -0.85 -0.09 -0.62
H -0.719 -1.529 1.432 0.73 1.10 0.10
H -1.380 -0.064 -0.116 0.49 0.91 0.67
H 1.930 1.216 1.477 -0.51 0.94 -0.50
H 1.806 2.893 0.763 -0.53 -0.59 0.50
H 2.420 2.726 3.149 -0.94 -0.21 0.30
H 1.052 2.872 4.349 0.03 -0.43 -1.01
H 1.569 1.232 3.737 -0.09 0.90 -0.16
H -0.820 3.959 0.977 0.66 -0.59 -0.86
H 0.166 4.734 -0.373 -0.58 -0.97 0.56
H -3.351 3.190 0.454 0.40 0.69 -0.75
H -5.467 3.906 -0.621 1.04 0.60 -0.33
H -6.239 6.806 -2.472 0.35 -0.92 -0.15
H -6.707 5.019 -2.556 0.88 0.87 0.13
H -5.706 5.726 -3.858 -0.33 0.34 1.10
H -3.274 6.691 -3.286 0.44 -0.77 0.90
H -1.048 5.969 -2.239 -0.71 -0.49 0.54
H -0.426 3.395 -2.733 -0.09 -0.28 1.26
H 0.777 -0.886 -4.277 0.33 0.82 -0.70
H 1.847 -0.817 -6.585 0.05 1.12 0.46
H 2.752 1.432 -7.549 -0.57 0.21 1.09
H 2.409 3.616 -6.147 -0.47 -1.05 0.55
H 1.308 3.518 -3.882 0.17 -1.10 -0.60
H -3.441 1.204 -2.435 0.38 -0.02 0.24
H -1.616 0.277 -4.996 -0.06 0.28 0.36
H 2.678 2.210 -1.315 0.27 -1.15 0.00
H 3.150 0.896 -0.194 -1.03 0.03 -0.69
H 4.382 -0.146 -1.768 -0.98 0.51 -0.45
H 3.045 -0.297 -2.955 0.29 0.81 0.50
H 3.915 1.541 -3.903 0.05 -0.10 0.50
H 1.360 -1.332 -2.189 -0.37 0.86 0.93
H 0.077 -1.335 -0.956 0.93 0.74 -0.40
H 3.053 -1.769 -0.701 -0.81 0.27 0.79
H 2.368 -0.933 0.733 -0.56 -0.60 -0.60
H 1.951 -3.408 1.183 -0.27 0.43 -0.83
H 0.398 -3.018 0.350 1.18 0.45 0.08
H 2.778 -4.554 -0.733 -0.91 0.39 -0.63
H 1.850 -3.485 -1.959 0.34 -0.46 1.05
H -3.833 -2.811 -0.622 1.22 -0.72 -0.33
C 5.803 -5.591 -2.257 0.09 0.03 0.11
C 5.213 -4.370 -2.940 0.06 -0.06 0.00
O 5.119 -3.232 -2.090 -0.37 0.11 0.00
C 6.343 -2.747 -1.551 0.17 0.03 0.02
C 7.345 -2.316 -2.606 -0.03 -0.06 -0.17
H 5.216 -5.856 -1.373 0.00 -0.02 -0.06
H 5.811 -6.442 -2.941 -0.03 0.05 0.03
H 6.828 -5.418 -1.927 0.01 -0.04 -0.08
H 4.193 -4.602 -3.258 -0.02 0.18 0.09
H 5.769 -4.119 -3.849 0.06 -0.03 0.04
H 6.776 -3.486 -0.872 0.05 0.01 -0.02
H 6.086 -1.880 -0.936 -0.15 -0.12 -0.01
H 7.648 -3.147 -3.245 0.07 0.01 0.07
H 8.243 -1.913 -2.135 -0.07 -0.01 0.01
H 6.914 -1.547 -3.253 0.03 0.00 0.07
C -6.839 -2.386 3.891 -0.09 -0.11 -0.05
C -5.321 -2.354 3.878 -0.07 -0.04 0.01
O -4.723 -3.619 4.114 0.16 0.05 0.10
C -5.036 -4.644 3.183 -0.03 -0.04 -0.02
C -4.623 -4.320 1.759 0.04 0.16 -0.07
H -7.205 -2.778 4.842 0.04 0.06 -0.03
H -7.242 -1.381 3.747 0.02 -0.07 0.04
H -7.241 -3.022 3.100 0.00 0.08 -0.04
H -4.974 -1.697 4.679 0.10 -0.17 0.02
H -4.943 -1.925 2.942 -0.07 0.01 -0.06
H -6.100 -4.894 3.238 -0.03 0.04 -0.09
H -4.495 -5.534 3.513 0.01 0.16 0.13
H -5.145 -3.441 1.373 -0.10 -0.07 0.00
H -4.847 -5.159 1.096 0.03 0.03 0.04
H -3.551 -4.111 1.710 -0.02 -0.09 0.04
C -6.588 1.624 3.957 -0.12 -0.05 0.00
C -6.128 2.833 3.162 -0.04 0.01 0.06
O -6.966 3.140 2.057 0.17 -0.02 -0.25
C -8.320 3.445 2.359 -0.12 0.08 0.04
C -8.487 4.647 3.271 0.14 0.04 0.11
H -6.656 0.745 3.310 0.06 0.07 0.01
H -5.885 1.411 4.765 -0.01 0.01 -0.05
H -7.572 1.778 4.402 0.06 0.02 0.07
H -5.138 2.629 2.749 -0.10 0.06 -0.15
H -6.018 3.711 3.808 -0.05 -0.04 0.06
H -8.823 2.564 2.772 0.00 0.02 0.08
H -8.807 3.656 1.404 0.20 -0.08 -0.03
H -8.027 4.486 4.248 -0.10 -0.02 0.01
H -9.546 4.859 3.431 0.05 -0.02 -0.04
H -8.015 5.529 2.830 -0.06 -0.04 -0.01
C 8.328 -2.679 4.121 -0.14 0.04 0.07
C 8.532 -2.272 2.672 0.08 0.00 0.11
O 7.320 -1.986 1.985 -0.12 -0.08 -0.23
C 6.534 -0.931 2.511 0.05 0.03 0.03
C 7.248 0.410 2.536 0.15 0.02 -0.01
H 7.672 -3.550 4.185 0.07 0.01 -0.02
H 9.286 -2.927 4.583 -0.04 0.00 -0.05
H 7.871 -1.882 4.708 0.10 0.02 0.02
H 9.000 -3.099 2.135 -0.17 0.06 -0.11
H 9.221 -1.425 2.593 -0.02 0.02 0.07
H 6.160 -1.197 3.505 0.05 0.06 0.06
H 5.656 -0.850 1.864 0.09 -0.17 -0.07
H 8.129 0.390 3.179 -0.08 0.03 0.05
H 6.580 1.190 2.909 0.02 -0.04 -0.02
H 7.582 0.684 1.532 -0.06 -0.01 0.04
```
Positions in Å, forces in eV/Å.

Values from the calculation:
total charge: +1

Results of the Löwdin charge analysis, in e, for atoms 1 through 4: -0.0715 -0.1364 -0.1868 -0.0189

[2]
Formula: C48H102N2O22S10
Source: OMol25
Level of theory: wB97M-V/def2-TZVPD

The geometry in XYZ format:
```
184
Properties=species:S:1:pos:R:3:forces:R:3
C -23.826 -20.242 0.978 0.81 1.14 -0.95
C -23.116 -19.932 -0.339 0.65 0.17 -0.85
C -23.714 -20.519 -1.590 0.26 -1.83 0.06
O -23.736 -21.923 -1.400 -1.57 -0.68 0.07
C -22.595 -22.601 -1.822 0.33 -0.02 -0.38
N -23.010 -18.488 -0.650 -1.07 0.70 1.63
H -23.961 -21.273 1.203 -0.07 -0.80 -0.03
H -24.746 -19.696 1.018 -0.86 0.15 0.07
H -23.158 -19.781 1.678 0.17 0.06 0.99
H -22.070 -20.330 -0.229 -0.81 0.34 -0.29
H -23.143 -20.358 -2.497 0.59 0.68 -0.13
H -24.720 -20.198 -1.850 -0.30 0.19 0.49
H -22.489 -22.530 -2.947 0.02 -0.45 0.99
H -22.640 -23.639 -1.422 -0.02 0.65 -0.67
H -21.734 -22.118 -1.363 0.49 -0.16 -0.12
H -23.775 -17.990 -0.112 0.92 -0.77 -0.86
H -22.185 -18.177 -0.165 0.36 0.30 0.18
C -23.369 -14.163 -5.747 1.40 -0.23 2.22
C -22.500 -14.940 -4.688 0.90 1.81 -0.24
C -23.350 -16.016 -4.011 0.35 -1.32 -1.65
O -24.359 -15.498 -3.206 0.11 0.78 -0.38
C -25.454 -16.328 -2.937 0.00 -0.46 0.44
N -21.257 -15.390 -5.376 -2.00 1.10 0.06
H -24.266 -13.843 -5.193 -0.01 -0.20 -0.91
H -23.460 -14.837 -6.577 -0.81 -0.18 -0.51
H -22.769 -13.312 -6.059 -0.21 0.20 -0.14
H -22.099 -14.178 -3.955 -0.79 -0.80 -0.31
H -22.706 -16.660 -3.398 -0.02 -0.26 -0.15
H -23.798 -16.624 -4.887 0.55 0.48 1.26
H -25.180 -17.338 -2.596 0.30 0.12 -0.24
H -26.189 -16.431 -3.754 0.36 0.28 0.09
H -25.868 -15.834 -2.078 -0.91 0.04 0.30
H -20.600 -15.842 -4.798 0.74 -0.71 1.00
H -21.513 -15.989 -6.126 -0.07 -0.66 -0.71
C -17.275 -13.271 -2.764 1.12 1.12 -1.23
C -15.984 -13.088 -1.859 -1.73 -2.17 0.33
C -15.583 -14.563 -1.780 0.62 -0.81 0.18
S -15.597 -15.199 -3.509 0.09 0.75 1.12
O -15.896 -16.613 -3.530 0.02 -0.05 -0.18
O -14.316 -14.791 -4.058 -0.29 0.18 -0.05
C -17.031 -14.212 -4.038 0.03 -0.03 1.55
H -17.543 -12.276 -3.109 -0.45 -0.04 -0.17
H -18.076 -13.688 -2.186 -0.33 -0.19 0.45
H -16.186 -12.568 -0.887 -0.13 -0.84 -0.75
H -15.170 -12.585 -2.285 0.87 1.07 -1.15
H -16.304 -15.187 -1.261 -0.29 0.03 0.13
H -14.584 -14.822 -1.397 -0.18 0.28 -0.16
H -17.841 -14.958 -4.189 0.47 0.56 0.20
H -16.833 -13.698 -4.968 0.24 0.13 0.03
C -17.171 -17.536 3.383 0.00 -0.13 -0.53
C -17.978 -18.721 3.952 1.41 -0.33 -0.48
C -17.849 -19.832 2.889 -0.67 0.54 0.21
S -18.145 -18.942 1.338 -0.44 -0.10 0.34
O -19.577 -18.853 1.115 0.11 -0.21 0.05
O -17.337 -19.456 0.254 0.13 -0.16 0.11
C -17.609 -17.339 1.892 0.77 0.22 0.87
H -16.087 -17.766 3.450 -0.59 -0.16 -0.24
H -17.278 -16.627 3.957 -0.35 0.32 0.06
H -19.013 -18.565 4.195 -0.52 0.57 -0.30
H -17.524 -19.033 4.877 0.24 -0.30 0.35
H -18.681 -20.515 3.049 0.22 -0.51 -0.43
H -16.865 -20.310 2.832 -0.18 0.19 0.08
H -18.514 -16.720 1.827 0.47 0.12 -0.22
H -16.756 -17.017 1.269 -0.74 0.05 0.08
C -17.692 -23.094 -0.651 -1.61 -1.42 -1.15
C -16.484 -23.008 0.273 0.83 -0.38 -1.24
C -16.903 -23.207 1.698 -0.79 -1.09 0.78
S -18.602 -23.745 1.605 -0.99 -0.48 -1.72
O -19.401 -23.235 2.683 -0.04 -0.19 0.94
O -18.617 -25.160 1.239 -0.05 1.05 0.56
C -18.966 -22.761 0.138 0.26 -0.76 -0.01
H -17.886 -24.101 -1.140 0.56 1.04 0.86
H -17.633 -22.412 -1.470 0.35 0.49 -0.59
H -16.046 -22.046 0.027 0.21 0.29 0.87
H -15.714 -23.736 0.011 -0.16 -0.05 -0.13
H -17.071 -22.270 2.204 0.85 0.04 0.72
H -16.450 -24.084 2.242 0.12 1.48 -0.22
H -18.976 -21.698 0.454 -0.32 -0.61 -0.17
H -19.903 -23.133 -0.360 0.93 0.55 0.59
C -23.339 -13.461 0.334 -0.15 0.93 0.30
C -22.518 -14.071 -0.784 -0.45 0.90 -2.82
C -22.030 -15.406 -0.414 -0.09 -0.92 2.88
S -21.711 -15.154 1.399 -2.22 -0.36 0.77
O -20.307 -15.092 1.630 1.56 -0.33 0.31
O -22.569 -16.035 2.197 0.86 0.58 -0.80
C -22.358 -13.462 1.557 -0.03 -0.23 -2.16
H -24.215 -14.098 0.547 0.16 0.44 -0.08
H -23.646 -12.426 0.006 0.10 -1.09 0.71
H -21.624 -13.451 -0.994 -0.47 0.04 0.12
H -23.081 -14.146 -1.762 0.41 0.24 1.11
H -21.052 -15.678 -0.715 0.87 -0.28 -0.91
H -22.714 -16.257 -0.447 -0.06 0.50 -0.37
H -21.502 -12.827 1.196 -0.76 -0.28 1.21
H -22.801 -13.312 2.549 0.44 0.12 -0.35
C -12.164 -16.061 -6.552 0.19 -1.80 -0.46
C -12.915 -17.330 -5.968 0.51 1.41 1.22
C -14.299 -17.495 -6.577 0.34 1.10 1.07
S -14.712 -15.807 -7.137 -1.76 -0.42 -0.43
O -15.872 -15.237 -6.437 1.18 -0.48 -0.13
O -14.897 -15.866 -8.575 0.74 0.12 -0.10
C -13.164 -14.955 -6.753 -0.92 -0.60 -1.52
H -11.603 -16.370 -7.438 -0.47 0.36 -0.42
H -11.390 -15.741 -5.896 0.49 0.19 0.89
H -13.060 -17.003 -4.910 -0.06 -0.70 -0.52
H -12.361 -18.275 -5.965 0.16 0.42 -0.18
H -14.962 -17.744 -5.745 -0.37 -0.08 -0.57
H -14.376 -18.164 -7.420 -0.12 -0.02 -0.18
H -13.443 -14.406 -5.881 0.39 0.55 0.53
H -13.005 -14.359 -7.667 0.06 0.02 0.60
C -16.363 -22.084 -8.098 -1.22 1.78 0.13
C -17.142 -21.660 -9.417 0.95 -1.62 0.38
C -18.630 -22.209 -9.439 1.55 -0.22 -1.41
S -18.883 -22.971 -7.854 -1.08 -0.12 0.20
O -18.748 -24.426 -7.955 0.42 1.05 -0.08
O -20.105 -22.499 -7.221 0.46 -0.12 -0.25
C -17.464 -22.257 -7.056 0.09 -0.13 0.91
H -15.709 -21.217 -7.781 -0.57 -1.08 -0.43
H -15.785 -22.964 -8.223 0.51 -0.86 -0.10
H -16.480 -21.949 -10.275 -1.05 0.34 0.45
H -17.190 -20.611 -9.290 -0.23 1.04 -0.56
H -18.846 -22.931 -10.264 0.33 0.31 0.84
H -19.268 -21.354 -9.592 -0.47 0.16 0.43
H -17.306 -22.979 -6.268 0.56 -0.33 0.30
H -17.743 -21.345 -6.497 -0.12 -0.18 -0.81
C -19.429 -15.877 -7.952 1.88 0.97 -0.01
C -18.173 -15.586 -8.855 0.13 0.24 0.67
C -17.580 -16.935 -9.262 0.38 0.78 0.22
S -18.030 -18.110 -8.012 0.16 -0.61 -0.99
O -16.867 -18.664 -7.371 0.61 0.08 0.89
O -18.866 -19.118 -8.642 -0.59 0.57 0.28
C -18.939 -16.986 -6.970 -0.56 0.01 -1.37
H -20.176 -16.183 -8.678 -0.56 -0.46 0.53
H -19.755 -14.970 -7.396 0.12 -0.76 -0.43
H -17.394 -15.028 -8.313 -0.40 -0.29 0.09
H -18.369 -14.979 -9.737 -0.41 -0.09 -0.03
H -16.493 -16.802 -9.345 -0.44 -0.63 -0.10
H -18.049 -17.364 -10.122 -0.09 -0.05 -0.83
H -18.239 -16.709 -6.194 -0.07 0.53 0.19
H -19.759 -17.560 -6.602 -0.51 -0.43 0.68
C -13.549 -17.493 0.026 0.14 0.74 -0.73
C -13.895 -18.172 -1.343 -0.80 -0.21 1.55
C -14.370 -19.579 -0.952 -0.79 -0.14 -1.26
S -13.468 -20.070 0.448 1.60 -0.85 0.65
O -12.426 -21.009 0.104 0.18 0.49 -0.37
O -14.358 -20.505 1.470 -1.30 -0.11 1.20
C -12.788 -18.460 0.898 0.24 -0.67 -0.16
H -14.418 -17.094 0.542 -0.24 -0.08 -0.05
H -12.854 -16.677 -0.140 -0.22 0.53 -0.19
H -12.964 -18.246 -1.852 0.67 -0.05 -0.87
H -14.660 -17.658 -1.948 0.52 -0.08 0.32
H -14.217 -20.360 -1.709 0.12 0.30 0.07
H -15.423 -19.632 -0.655 0.21 0.33 -0.01
H -11.716 -18.484 0.657 -0.33 -0.04 0.04
H -12.921 -18.294 1.967 -0.01 -0.18 -0.11
C -19.677 -19.880 -2.031 -0.26 -0.33 -0.37
C -18.638 -20.056 -3.175 -0.88 -1.38 -0.26
C -17.733 -18.892 -3.121 1.11 0.52 1.67
S -18.728 -17.542 -2.576 1.59 1.52 -0.84
O -19.094 -16.768 -3.736 -0.37 0.86 -0.69
O -18.102 -16.841 -1.474 -0.15 -0.01 0.11
C -20.095 -18.393 -2.050 -2.76 -1.39 0.56
H -19.233 -20.002 -1.019 -0.21 -0.60 -0.96
H -20.525 -20.583 -2.238 0.63 0.78 0.64
H -19.083 -20.228 -4.204 0.14 0.51 1.23
H -18.048 -20.946 -3.004 0.02 -0.44 0.03
H -17.230 -18.702 -4.052 0.35 0.51 -0.10
H -17.060 -18.916 -2.215 -0.14 -0.51 -1.20
H -20.934 -18.232 -2.783 0.82 0.10 0.82
H -20.354 -18.048 -1.027 0.10 -0.15 -0.82
C -19.752 -26.587 -5.262 0.28 0.09 0.27
C -18.222 -26.609 -4.936 -0.84 1.49 -0.12
C -18.140 -25.942 -3.538 0.47 -0.41 -1.25
S -19.144 -24.487 -3.711 0.03 0.31 0.36
O -18.237 -23.395 -4.031 -0.58 -0.13 -0.56
O -19.971 -24.326 -2.526 0.04 -0.02 -0.47
C -20.221 -25.131 -5.078 -0.24 0.54 1.40
H -20.281 -27.231 -4.541 0.07 0.12 -0.39
H -20.017 -26.848 -6.282 0.24 -0.43 -0.05
H -17.787 -25.908 -5.658 0.25 -0.11 0.04
H -17.648 -27.523 -5.015 -0.40 -0.42 0.11
H -17.104 -25.668 -3.298 -0.54 0.02 0.32
H -18.658 -26.526 -2.798 0.18 -0.45 0.55
H -20.207 -24.468 -5.950 0.35 -0.34 0.19
H -21.218 -25.048 -4.596 0.52 -0.15 -0.43
```
Positions in Å, forces in eV/Å.

Values from the calculation:
SMILES: O=S1(=O)CCCC1.O=S1(=O)CCCC1.O=S1(=O)CCCC1.O=S1(=O)CCCC1.O=S1(=O)CCCC1.O=S1(=O)CCCC1.O=S1(=O)CCCC1.O=S1(=O)CCCC1.O=S1(=O)CCCC1.O=S1(=O)CCCC1.COC[C@H](C)N.COC[C@H](C)N

Results of the Löwdin charge analysis, in e, for atoms 1 through 4: -0.0228 -0.4146 -0.2009 -0.2040

Calculated values (eV Å⁻¹) of max |F| for the records, taken in order: 5.510, 3.142.
Calculated values (eV) of frontier orbital gap for the records, taken in order: 7.33, 9.29.
Calculated values (eV) of LUMO energy for the records, taken in order: -3.633, 0.153.